(1)
C18H28N4O5S | the ωB97M-V functional and the def2-TZVPD basis

Geometry (Å):
S -1.50240 0.96504 0.40473
O 2.12596 -1.48138 -1.17726
O -1.51272 -0.03426 1.42974
O -5.49413 -1.10213 -2.24018
O -7.22422 0.15312 -1.97966
O -0.78918 2.18771 0.67648
N 3.42695 -0.85027 2.50863
N -0.99483 0.26190 -0.99385
N 1.56979 0.32140 0.05913
N -6.05438 -0.11606 -1.80912
C 2.37520 -1.85166 2.41024
C -5.81174 2.02852 -0.64399
C 1.10323 -1.46197 3.15562
C -3.94750 0.48449 -0.72423
C 5.87463 -0.44466 2.31462
C 1.28241 -0.73455 -0.72030
C -0.17326 -0.86881 -3.46815
C -5.03793 2.92588 0.06967
C -3.19448 1.39616 -0.01668
C -0.73157 1.14371 -2.10946
C 4.69997 -1.37741 2.04349
C -0.45840 -1.74805 -2.25266
C 3.09013 0.46798 2.02319
C -3.72195 2.61143 0.38208
C -5.25940 0.81487 -1.04139
C -0.22287 -0.96207 -0.96049
C -1.02022 0.40018 -3.41103
C 2.91075 0.63644 0.49663
H 3.12904 1.67451 0.22702
H 2.16760 0.78365 2.51447
H -3.52951 -0.46209 -1.02812
H 3.58697 -0.02376 -0.04947
H -0.79679 1.05050 -4.25731
H 0.50121 -0.73941 2.61102
H 0.49133 -2.34842 3.30331
H 0.31165 1.48704 -2.09775
H 1.35799 -1.05308 4.13034
H -6.83582 2.24778 -0.90645
H -1.38039 2.01461 -1.99111
H -0.39157 -1.42283 -4.38182
H 2.77662 -2.75835 2.87423
H 5.87416 0.41099 1.64442
H 2.14158 -2.10057 1.36386
H -3.08871 3.29453 0.92586
H -5.45598 3.87064 0.37953
H 4.67260 -1.63667 0.97175
H 5.84094 -0.09182 3.34219
H 0.20770 -2.61049 -2.25174
H 0.88562 -0.60471 -3.47638
H 3.88151 1.14547 2.34925
H 6.80424 -0.98834 2.16547
H -2.07872 0.13532 -3.44784
H -1.49190 -2.09648 -2.28109
H 0.83270 0.89436 0.44273
H 4.86686 -2.30796 2.59436
H -0.58879 -1.52999 -0.09653

**HOMO**: -8.046 eV
**Total charge**: 0
**SMILES**: CCN(CC)CCNC(=O)[C@@H]1CCCCN1S(=O)(=O)c1cccc([N+](=O)[O-])c1

These are the Löwdin partial charges, in e, on atoms 1 to 8:
1 S 0.6710
2 O 0.0654
3 O -0.2584
4 O 0.0896
5 O 0.0922
6 O -0.2787
7 N -0.1878
8 N -0.2203



(2)
C74H86BNO9 | the ωB97M-V functional and the def2-TZVPD basis

Geometry (Å):
O -4.83618 -0.20110 0.91957
O 4.95284 -3.08191 -4.24414
O 5.32342 -1.51832 -0.90576
O -2.98391 -5.31091 -2.72563
O -4.06124 0.03781 -2.71149
O 0.03239 1.23641 -3.23042
O -5.60676 -0.00394 -4.15062
O -4.88117 -3.42248 -0.53032
O 2.09392 -2.68511 -4.95234
N -4.48580 0.28743 -4.01644
C -2.74203 -4.69468 -3.97167
C -8.28474 -2.21841 -9.99411
C 4.13025 -1.12258 -1.46173
C 7.01120 0.57315 2.26064
C 1.67077 -0.28318 -2.42193
C 6.40313 7.00682 11.76106
C -4.46373 -4.74437 5.35100
C -8.61170 -0.42779 -5.54483
C 3.25162 6.66344 -2.81818
C 6.59766 0.45615 -1.64974
C -3.56325 -3.81666 4.84554
C 4.53090 0.80327 6.30986
C 2.30120 4.53850 -3.41880
C 1.57274 -2.16438 -4.00203
C 2.31463 -1.41249 -2.95758
C 1.03857 -1.42379 2.82615
C 4.33389 -4.42474 -2.13309
C 6.44814 0.86812 3.49475
C 4.25469 2.94354 8.05560
C 6.40729 5.62417 11.64262
C 4.63676 4.69922 -2.86890
C -4.23981 -5.04986 -2.13066
C -6.16399 -2.83634 -10.94360
C -7.65735 -1.89729 -8.79830
C 4.04361 5.65595 11.20178
C -10.80356 -1.34550 -5.17227
C -1.92504 -1.06828 -3.09832
C -4.00794 -2.56191 4.45338
C 1.62771 1.61255 -0.69410
C 3.56142 -1.85380 -2.50044
C 5.21885 7.71356 11.60439
C 0.37565 1.20108 0.10331
C -4.71070 1.14124 0.50205
C -5.35256 -2.23524 4.55932
C 3.54164 3.93792 -3.25261
C 0.34746 0.09266 -3.00105
C 2.26822 0.43273 -1.37078
C 4.82304 0.64104 7.65680
C -9.45744 -1.27270 -4.83980
C 3.50317 -0.01235 -0.91816
C 1.42739 -0.60874 1.60208
C 4.03891 7.03831 11.32569
C 4.09607 2.03377 5.83689
C -5.49684 2.05481 1.42042
C -0.53514 -1.07304 -3.29888
C -6.28314 -2.05020 -8.67533
C -10.46169 0.28053 -6.91014
C 4.49237 6.06318 -2.65481
C -4.55148 -1.11746 -0.11494
C -4.06344 -4.56409 -0.70290
C -11.30536 -0.56971 -6.20795
C 7.16041 1.61346 4.42360
C 9.00173 1.76921 2.88273
C 0.70290 0.74309 1.52312
C -5.80881 -4.41893 5.45640
C 3.95938 3.10447 6.70908
C -2.62742 -2.25116 -3.32943
C -7.53892 -2.68924 -11.06606
C 8.28659 1.02714 1.95300
C -6.25351 -3.16533 5.05878
C -0.61687 -3.37588 -4.03378
C -2.63545 0.18305 -2.64016
C -5.53565 -2.51738 -9.74777
C 2.15548 5.90093 -3.19871
C 1.17390 -0.63515 4.13237
C 5.22761 4.94947 11.36195
C 7.88825 0.87297 -2.34950
C 4.68338 1.71130 8.52933
C -9.11560 0.34882 -6.57970
C 0.10240 -2.21656 -3.78324
C -4.51061 -2.51744 0.48387
C -1.98063 -3.40823 -3.77921
C 6.51281 -1.04344 -1.54574
C 8.43873 2.06084 4.11794
B 4.33582 -3.14007 -3.03054
H 2.50782 -0.47527 1.56665
H -5.85479 2.90707 0.84586
H -0.29083 2.06204 0.17068
H 5.45244 0.51588 3.73399
H 4.64228 -0.03053 5.62769
H 0.05547 -1.87992 2.71071
H 3.65261 2.87336 -3.42118
H 8.05032 1.94377 -2.27766
H 4.82720 -4.23947 -1.18026
H 1.38361 2.36858 -1.42979
H 6.71829 1.84476 5.38458
H -8.45603 1.00683 -7.13106
H 5.75364 -3.61109 -4.29480
H -3.58905 -0.88318 -0.58300
H 8.99674 2.63836 4.84337
H 1.26055 1.53818 2.01862
H -4.46353 -2.63252 -9.65207
H -0.23272 0.63694 2.06978
H -0.11076 -4.26043 -4.39215
H 4.15106 3.77910 8.73623
H 1.38647 -1.32413 4.94668
H -2.40441 0.40635 -1.60310
H -6.51145 -5.14311 5.84788
H 3.11531 7.58936 11.20522
H -2.12833 -5.39015 -4.53812
H 2.33731 1.98410 0.04207
H 6.45263 -0.01154 1.53868
H -3.30651 -1.83676 4.05975
H -5.21994 -2.52461 1.31191
H 3.29053 -4.62649 -1.87940
H -0.18366 0.40576 -0.39321
H -6.36316 1.54349 1.82705
H 7.88039 0.58644 -3.39894
H -5.09469 1.23944 -0.51925
H -5.58171 -3.19940 -11.78066
H 8.72419 0.80231 0.98778
H -12.35441 -0.62749 -6.46809
H 8.74789 0.38173 -1.89140
H 9.99709 2.12119 2.64463
H 7.32969 5.07242 11.76869
H 6.64429 -1.51473 -2.52329
H 6.57838 0.91750 -0.66300
H -5.35545 -1.09142 -0.85453
H 5.60351 4.22980 -2.73653
H -3.50736 -2.70473 0.86635
H 1.18755 6.36866 -3.32394
H 3.86397 2.15895 4.78642
H 1.16051 -1.17108 0.70435
H -3.68941 -2.25904 -3.13733
H -4.82243 -4.30536 -2.67328
H 5.15922 -0.31916 8.02601
H -10.85300 0.88763 -7.71639
H -9.35675 -2.10078 -10.08925
H -7.56293 -0.37693 -5.29167
H -3.66506 1.44998 0.46566
H -3.00837 -4.36044 -0.51856
H 1.73306 -2.26292 2.89671
H -4.36273 -5.34707 0.00051
H 7.32027 -1.40388 -0.91079
H -5.69643 -1.25685 4.24936
H -11.46162 -2.00733 -4.62418
H -9.06621 -1.87604 -4.03066
H -8.02882 -2.94148 -11.99781
H 5.76788 0.87575 -2.21675
H 4.90977 1.58405 9.58033
H -8.23552 -1.52915 -7.96301
H -7.30309 -2.91333 5.13786
H 5.21566 8.79155 11.69981
H 3.13880 7.72637 -2.64813
H 5.34698 6.65848 -2.36028
H 1.44898 3.94093 -3.71853
H 4.73988 -5.30842 -2.61862
H -4.82637 -5.96983 -2.14657
H 5.23090 3.87082 11.26778
H 7.32353 7.53417 11.97548
H -3.67324 -4.51428 -4.51165
H 3.62312 4.06462 6.33986
H 0.28371 -0.07127 4.39184
H 3.12376 5.12903 10.98124
H -2.51503 -4.07210 4.75685
H -5.79427 -1.80304 -7.74088
H 3.98379 0.50733 -0.10089
H -4.11728 -5.72149 5.66188
H -4.88887 2.46123 2.22397
H 2.04688 0.00854 4.03887
H -2.35329 1.01542 -3.27542

**HOMO**: -9.147 eV
**Total charge**: 0
**SMILES**: CCCCCCc1cc(OCCC)c(B(C)O)c2c1C(=O)c1c(CON=O)cc(COCCOCCOCC)cc1C2=O.c1ccccc1.c1ccccc1.c1ccccc1.c1ccccc1.c1ccccc1.c1ccccc1.c1ccccc1

These are the Löwdin partial charges, in e, on atoms 1 to 8:
1 O -0.1409
2 O 0.1615
3 O -0.0602
4 O -0.1180
5 O -0.1368
6 O 0.1296
7 O 0.0634
8 O -0.1366